Record 1
Computed, not measured: C31H70F3MnN10O13S as an isolated structure in a non-equilibrium geometry, with wB97M-V/def2-TZVPD.

The expectation value of S² is 8.75. The net charge is +1. Its electronic energy is -125104.3668 eV. The spin multiplicity is 6. The value obtained for the HOMO energy (alpha / beta) is -10.58 / -10.58 eV. The frontier orbital gap (alpha / beta) comes out at 0.273 / 0.255 Ha. The energy above the lowest of the compared OMol25 structures with the same formula, charge and spin is 0.449 eV.

Structure (XYZ):
```
129
C31H70F3MnN10O13S, DFT wB97M-V/def2-TZVPD
Mn 8.137 5.858 17.217
C 12.339 4.635 16.352
F 11.932 3.813 17.326
F 12.961 5.641 16.982
F 13.168 4.006 15.540
S 10.949 5.311 15.339
O 9.931 5.734 16.306
O 11.492 6.443 14.626
O 10.536 4.213 14.501
C 11.752 4.894 11.277
O 10.991 4.724 10.343
N 13.092 5.031 11.145
C 13.877 5.349 12.305
C 13.764 5.050 9.866
H 11.427 4.897 12.326
H 14.842 4.832 12.322
H 13.385 5.175 13.256
H 14.164 6.412 12.315
H 14.571 4.313 9.921
H 13.104 4.823 9.040
H 14.253 6.019 9.726
C 7.080 4.564 14.341
O 7.382 5.137 15.408
N 7.320 5.087 13.154
C 7.203 4.270 11.956
C 8.165 6.264 13.014
H 6.611 3.577 14.297
H 8.189 3.870 11.712
H 6.800 4.798 11.093
H 6.538 3.415 12.080
H 8.017 6.940 13.861
H 9.222 6.007 13.094
H 7.870 6.804 12.120
C 9.900 7.113 19.661
O 9.108 6.461 18.970
N 9.552 7.985 20.589
C 10.556 8.798 21.267
C 8.178 8.327 20.833
H 10.989 7.023 19.584
H 11.579 8.520 21.038
H 10.319 8.761 22.330
H 10.426 9.849 20.985
H 7.517 7.539 20.463
H 7.930 8.505 21.874
H 7.838 9.157 20.200
C 10.529 5.809 21.514
O 10.493 6.786 22.224
N 11.612 5.022 21.301
C 11.586 3.966 20.306
C 12.801 5.150 22.096
H 9.683 5.420 20.918
H 12.162 4.350 19.463
H 10.568 3.761 19.975
H 11.974 3.019 20.678
H 12.664 5.907 22.868
H 12.971 4.258 22.717
H 13.724 5.326 21.542
C 8.099 9.079 16.598
O 8.365 7.877 16.564
N 9.020 10.019 16.737
C 8.666 11.380 17.108
C 10.415 9.657 16.918
H 7.103 9.524 16.463
H 9.413 12.106 16.805
H 8.441 11.426 18.174
H 7.741 11.669 16.600
H 11.071 10.173 16.213
H 10.777 9.965 17.905
H 10.595 8.592 16.787
C 8.595 0.962 13.035
O 7.524 0.893 12.461
N 8.906 0.277 14.158
C 10.157 0.483 14.843
C 7.997 -0.660 14.758
H 9.386 1.665 12.725
H 10.693 1.368 14.489
H 10.857 -0.305 14.527
H 10.083 0.481 15.928
H 7.668 -0.328 15.754
H 7.074 -0.766 14.195
H 8.464 -1.636 14.913
C 13.446 10.934 18.680
O 12.842 11.574 17.848
N 13.777 9.628 18.534
C 14.433 8.911 19.612
C 13.545 8.913 17.298
H 13.767 11.362 19.640
H 14.609 9.600 20.437
H 15.399 8.543 19.258
H 13.826 8.090 20.003
H 12.855 8.085 17.490
H 13.090 9.562 16.556
H 14.500 8.523 16.942
C 10.597 0.782 19.082
O 9.791 0.338 19.869
N 11.720 0.146 18.682
C 12.515 0.712 17.610
C 12.200 -1.094 19.266
H 10.542 1.778 18.604
H 13.558 0.806 17.912
H 12.135 1.683 17.316
H 12.392 0.078 16.728
H 11.459 -1.546 19.920
H 12.370 -1.868 18.515
H 13.115 -0.839 19.802
C 12.486 10.110 13.476
O 13.352 10.948 13.472
N 11.159 10.358 13.353
C 10.204 9.280 13.381
C 10.670 11.710 13.179
H 12.690 9.039 13.647
H 9.501 9.273 14.213
H 10.766 8.346 13.445
H 9.695 9.246 12.414
H 11.504 12.398 13.092
H 10.139 11.758 12.221
H 9.961 11.982 13.962
C 16.340 3.796 15.933
O 16.754 3.509 14.838
N 16.220 5.059 16.396
C 15.854 5.323 17.769
C 16.708 6.175 15.619
H 15.997 3.023 16.637
H 16.701 5.664 18.371
H 15.364 4.437 18.171
H 15.105 6.117 17.797
H 16.013 7.015 15.580
H 17.629 6.535 16.094
H 16.971 5.863 14.614
```

***

Record 2
Computed, not measured: a 7-piece molecular cluster, C31H70O24P3 overall in a non-equilibrium geometry, with wB97M-V/def2-TZVPD.

The net charge is -1. Its electronic energy is -110296.1053 eV. The spin multiplicity is 1. The value obtained for the HOMO energy is -3.68 eV. The frontier orbital gap comes out at 0.227 Ha.

Structure (XYZ):
```
128
C31H70O24P3, DFT wB97M-V/def2-TZVPD
O -2.033 0.132 1.227
C -0.841 0.204 0.644
O -0.557 -0.031 -0.570
O 0.115 0.513 1.379
H -1.765 0.305 2.132
C 3.877 -5.243 -0.885
C 4.150 -4.089 0.064
O 3.168 -3.993 1.050
P 1.799 -3.115 0.789
O 1.926 -2.023 -0.172
O 0.683 -4.293 0.483
C -0.631 -3.979 0.097
C -1.450 -3.545 1.313
O 1.475 -2.691 2.329
C 1.420 -3.626 3.384
C 1.017 -2.859 4.651
H 2.863 -5.179 -1.280
H 4.612 -5.356 -1.681
H 3.812 -6.170 -0.315
H 5.171 -4.017 0.439
H 4.256 -3.184 -0.535
H -0.679 -3.219 -0.683
H -1.001 -4.893 -0.369
H -1.122 -2.581 1.701
H -2.463 -3.449 0.922
H -1.433 -4.230 2.160
H 0.731 -4.447 3.183
H 2.373 -4.139 3.510
H 1.156 -3.565 5.469
H 1.717 -2.041 4.818
H 0.004 -2.460 4.591
C 1.043 2.214 -7.859
C 1.140 1.719 -6.396
O -0.091 1.799 -5.713
P -0.268 0.993 -4.285
O 0.733 1.280 -3.240
O -0.369 -0.594 -4.572
C -1.047 -1.024 -5.734
C -0.090 -2.031 -6.367
O -1.782 1.333 -3.896
C -2.108 2.238 -2.871
C -3.251 3.175 -3.434
H 1.080 3.304 -7.864
H 1.785 1.644 -8.416
H 0.007 2.025 -8.142
H 1.503 0.695 -6.487
H 1.857 2.344 -5.863
H -1.971 -1.576 -5.560
H -1.278 -0.327 -6.540
H -0.471 -2.218 -7.371
H 0.948 -1.723 -6.485
H -0.053 -2.938 -5.763
H -2.478 1.596 -2.072
H -1.264 2.815 -2.495
H -3.420 4.027 -2.776
H -2.992 3.555 -4.422
H -4.134 2.538 -3.393
C 2.925 7.766 -0.557
C 2.526 6.274 -0.209
O 1.205 6.055 -0.757
P 0.304 4.743 -0.358
O 0.904 3.438 -0.726
O -1.160 4.982 -0.983
C -1.923 6.120 -0.789
C -2.054 6.833 -2.168
O 0.005 4.951 1.239
C -0.446 3.878 2.040
C -0.291 4.267 3.451
H 3.320 7.941 -1.558
H 2.033 8.380 -0.441
H 3.663 8.017 0.205
H 3.297 5.696 -0.719
H 2.481 6.151 0.873
H -2.939 5.826 -0.527
H -1.661 6.783 0.035
H -2.285 6.246 -3.057
H -2.799 7.627 -2.130
H -1.125 7.381 -2.329
H -1.492 3.715 1.782
H 0.110 2.981 1.766
H -0.655 3.384 3.975
H 0.793 4.298 3.563
H -0.706 5.245 3.696
C 6.554 -2.107 3.611
C 5.287 -1.613 2.821
O 4.612 -0.661 3.586
C 3.591 0.033 3.169
O 3.116 -0.042 2.047
O 3.106 0.758 4.148
C 2.020 1.617 3.922
H 7.234 -1.254 3.618
H 7.087 -2.908 3.099
H 6.348 -2.388 4.643
H 4.561 -2.424 2.759
H 5.518 -1.312 1.799
H 2.280 2.494 3.329
H 1.765 2.039 4.895
H 1.158 1.196 3.405
C -5.001 -7.696 -2.760
C -4.631 -6.471 -3.571
O -3.840 -5.613 -2.803
C -3.509 -4.351 -3.243
O -3.774 -3.876 -4.397
O -3.105 -3.614 -2.219
C -2.918 -2.181 -2.300
H -5.504 -7.433 -1.830
H -4.081 -8.182 -2.434
H -5.691 -8.390 -3.240
H -5.560 -5.918 -3.712
H -4.247 -6.702 -4.565
H -2.441 -1.857 -1.375
H -3.904 -1.720 -2.357
H -2.257 -1.919 -3.126
C 0.751 0.533 7.261
C -0.594 1.047 6.787
O -1.223 0.028 6.051
C -2.268 0.349 5.315
O -2.699 1.488 5.143
O -2.680 -0.768 4.653
C -3.846 -0.736 3.862
H 1.213 -0.032 6.450
H 0.735 -0.143 8.116
H 1.429 1.290 7.655
H -0.461 1.876 6.092
H -1.189 1.369 7.642
H -4.437 -1.597 4.172
H -3.516 -0.985 2.853
H -4.400 0.202 3.885
```

***

Record 3
Computed, not measured: C31H71N9O11 as an isolated structure in a non-equilibrium geometry, with wB97M-V/def2-TZVPD.

The net charge is 0. Its electronic energy is -69192.0793 eV. The spin multiplicity is 1. The value obtained for the HOMO energy is -8.25 eV. The frontier orbital gap comes out at 0.306 Ha.

Structure (XYZ):
```
122
C31H71N9O11, DFT wB97M-V/def2-TZVPD
C 0.033 4.373 0.877
O 1.229 4.237 1.193
N -1.022 3.757 1.476
C -0.768 2.766 2.516
C -2.313 3.625 0.801
H -0.365 4.941 0.022
H 0.163 2.756 3.082
H -1.063 1.775 2.172
H -1.475 2.928 3.330
H -3.125 3.637 1.528
H -2.480 4.303 -0.036
H -2.333 2.582 0.486
C 2.189 -3.987 0.626
O 2.456 -3.902 -0.564
N 1.870 -2.952 1.452
C 1.514 -1.576 1.051
C 1.636 -3.179 2.812
H 2.288 -4.891 1.246
H 0.541 -1.460 0.574
H 2.308 -1.283 0.364
H 1.396 -0.795 1.802
H 1.893 -4.156 3.221
H 2.089 -2.390 3.412
H 0.553 -3.123 2.917
C -3.416 -2.078 2.630
O -3.993 -2.676 3.534
N -2.146 -2.411 2.214
C -1.415 -3.536 2.842
C -1.406 -1.576 1.284
H -3.803 -1.254 2.011
H -0.333 -3.422 2.779
H -1.751 -4.478 2.408
H -1.736 -3.622 3.880
H -2.073 -0.766 0.987
H -0.644 -1.078 1.882
H -1.005 -2.078 0.403
C -2.774 0.500 -5.231
O -3.518 -0.425 -5.500
N -1.928 0.518 -4.207
C -0.939 1.602 -4.028
C -1.906 -0.487 -3.138
H -2.679 1.373 -5.895
H -1.178 2.133 -3.107
H -1.001 2.344 -4.824
H 0.045 1.133 -4.016
H -2.072 0.011 -2.182
H -2.740 -1.173 -3.286
H -0.927 -0.956 -3.231
C 0.857 1.282 0.699
O 1.029 0.517 1.665
N -0.223 1.315 -0.105
C -0.283 2.381 -1.155
C -1.376 0.518 0.025
H 1.598 2.010 0.336
H 0.718 2.731 -1.406
H -0.761 3.299 -0.812
H -0.769 2.049 -2.072
H -1.392 -0.050 -0.905
H -1.269 -0.289 0.749
H -2.365 0.943 0.194
C -0.491 -1.919 -1.386
O -1.392 -1.021 -1.556
N -0.703 -3.260 -1.389
C 0.400 -4.263 -1.499
C -2.018 -3.874 -1.715
H 0.558 -1.680 -1.151
H 1.411 -3.914 -1.292
H 0.272 -4.769 -2.456
H 0.197 -5.040 -0.762
H -2.431 -4.525 -0.945
H -2.812 -3.164 -1.944
H -2.089 -4.443 -2.643
C -5.350 -1.493 0.625
O -5.905 -2.539 1.044
N -4.181 -1.429 0.049
C -3.403 -2.684 -0.084
C -3.706 -0.219 -0.620
H -5.833 -0.514 0.765
H -3.281 -3.138 0.899
H -2.459 -2.335 -0.503
H -3.795 -3.416 -0.790
H -2.655 0.023 -0.460
H -3.729 -0.363 -1.700
H -4.257 0.678 -0.336
C 3.307 2.430 -0.367
O 2.717 1.897 -1.283
N 3.293 3.711 -0.053
C 4.187 4.322 0.930
C 2.332 4.587 -0.669
H 3.998 1.898 0.305
H 4.416 5.304 0.516
H 5.157 3.844 1.072
H 3.661 4.359 1.883
H 1.454 4.123 -1.119
H 1.832 5.249 0.037
H 2.936 5.207 -1.332
C 3.915 1.807 2.929
O 4.478 2.136 1.854
N 2.635 1.992 3.216
C 2.019 1.576 4.486
C 1.796 2.748 2.332
H 4.472 1.307 3.737
H 1.614 2.452 4.992
H 2.657 1.030 5.180
H 1.215 0.893 4.208
H 1.416 3.651 2.810
H 2.283 3.026 1.398
H 0.924 2.101 2.233
O 3.416 -0.965 -3.554
C 3.149 -1.675 -2.576
O 2.258 -1.299 -1.591
C 1.923 0.085 -1.553
C 0.656 0.343 -2.418
C 3.568 -3.069 -2.321
H 2.769 0.732 -1.785
H 1.733 0.273 -0.496
H 0.098 1.258 -2.220
H -0.109 -0.429 -2.508
H 0.939 0.466 -3.463
H 3.941 -3.170 -1.302
H 4.297 -3.533 -2.985
H 2.658 -3.655 -2.453
```

***

Record 4
Computed, not measured: C31H72AlN8O9 as an isolated structure in a non-equilibrium geometry, with wB97M-V/def2-TZVPD.

The net charge is -1. Its electronic energy is -70265.0186 eV. The spin multiplicity is 1. The value obtained for the HOMO energy is -4.62 eV. The frontier orbital gap comes out at 0.223 Ha.

Structure (XYZ):
```
121
C31H72AlN8O9, DFT wB97M-V/def2-TZVPD
C 1.221 -2.674 0.299
C 0.492 -1.691 -0.624
C 0.570 -0.271 -0.073
C -0.228 0.717 -0.908
O 0.073 2.076 -0.718
Al 0.071 2.779 0.969
C -1.811 3.201 1.617
C -2.412 2.125 2.540
N -2.183 0.739 2.097
C -3.299 0.167 1.325
C -3.866 1.104 0.266
C -1.737 -0.092 3.120
C -2.186 -1.543 3.099
O -1.014 0.287 4.037
H 1.193 -2.286 1.316
H 0.726 -3.644 0.341
H 2.258 -2.826 0.017
H 0.886 -1.722 -1.638
H -0.561 -1.980 -0.669
H 1.603 0.062 0.002
H 0.179 -0.277 0.945
H -1.304 0.543 -0.765
H -0.013 0.478 -1.958
H 0.859 1.884 2.054
H 0.889 4.189 0.868
H -2.507 3.470 0.820
H -1.710 4.096 2.238
H -3.489 2.313 2.636
H -1.994 2.276 3.527
H -4.127 -0.113 1.973
H -2.938 -0.720 0.817
H -3.137 1.777 -0.165
H -4.697 1.644 0.710
H -4.303 0.507 -0.529
H -1.648 -2.091 3.863
H -3.247 -1.632 3.312
H -1.955 -2.036 2.160
C -8.621 0.673 1.530
C -7.487 0.190 0.657
O -6.505 -0.354 1.127
N -7.591 0.389 -0.686
C -8.670 1.020 -1.418
H -8.382 0.436 2.563
H -8.750 1.752 1.432
H -9.554 0.173 1.262
H -6.796 0.050 -1.205
H -9.095 0.320 -2.140
H -8.296 1.891 -1.961
H -9.454 1.343 -0.742
C -7.338 0.436 6.502
C -7.055 -0.340 5.235
O -7.938 -0.591 4.428
N -5.778 -0.747 5.033
C -4.624 -0.531 5.895
H -8.394 0.689 6.519
H -7.104 -0.162 7.383
H -6.755 1.357 6.528
H -5.646 -1.251 4.168
H -3.861 0.029 5.352
H -4.202 -1.490 6.198
H -4.910 0.029 6.778
C 3.498 -2.471 -5.270
C 2.228 -2.524 -4.461
O 1.950 -1.683 -3.622
N 1.386 -3.571 -4.690
C 1.559 -4.667 -5.621
H 4.056 -1.590 -4.966
H 4.102 -3.364 -5.084
H 3.277 -2.395 -6.336
H 0.555 -3.551 -4.120
H 0.736 -4.682 -6.341
H 1.566 -5.618 -5.085
H 2.495 -4.568 -6.159
C 6.163 -4.286 -2.532
C 6.356 -4.863 -3.913
O 5.424 -4.974 -4.700
N 7.605 -5.255 -4.261
C 8.820 -5.196 -3.463
H 5.117 -4.020 -2.409
H 6.433 -5.016 -1.768
H 6.769 -3.389 -2.400
H 7.664 -5.627 -5.195
H 9.558 -4.570 -3.971
H 9.231 -6.196 -3.345
H 8.629 -4.787 -2.479
C 12.391 -6.809 -2.773
C 11.898 -6.015 -1.585
O 10.734 -6.048 -1.222
N 12.806 -5.251 -0.923
C 14.220 -5.086 -1.205
H 11.555 -7.362 -3.188
H 12.792 -6.147 -3.541
H 13.164 -7.516 -2.471
H 12.414 -4.748 -0.143
H 14.812 -5.401 -0.345
H 14.441 -4.037 -1.410
H 14.513 -5.678 -2.065
C -4.197 5.612 2.604
C -5.401 6.380 3.089
O -6.442 6.452 2.454
N -5.290 7.007 4.295
C -4.145 7.035 5.185
H -4.421 5.167 1.641
H -3.339 6.274 2.488
H -3.944 4.815 3.302
H -6.122 7.503 4.569
H -4.412 6.608 6.154
H -3.814 8.064 5.340
H -3.322 6.464 4.769
C 1.363 7.195 -2.932
C 0.086 7.201 -2.124
O -0.239 8.169 -1.446
N -0.685 6.093 -2.183
C -0.459 4.875 -2.948
H 1.867 8.145 -2.783
H 2.020 6.390 -2.601
H 1.148 7.071 -3.995
H -1.510 6.145 -1.608
H -1.300 4.728 -3.630
H -0.400 4.020 -2.272
H 0.459 4.938 -3.522
```

***

- Among the records above, which one has the highest spin multiplicity?
  C31H70F3MnN10O13S